[1]
{"formula": "C5H8N2O", "method": "wB97M-V/def2-TZVPD", "elements": ["C", "N", "O", "C", "C", "N", "C", "C", "H", "H", "H", "H", "H", "H", "H", "H"], "xyz": [[0.48443, 0.14254, -1.94031], [0.12255, 1.37383, -1.82452], [-0.58434, 1.59878, -0.63618], [0.02929, 1.01256, 0.53578], [-0.86102, 0.32091, 1.54903], [0.03044, -0.87078, 1.53530], [0.68828, -0.34098, 0.34504], [0.19019, -0.91489, -0.95118], [0.99636, -0.11355, -2.87275], [0.65926, 1.79126, 0.92346], [-1.84332, 0.11151, 1.18109], [-0.91717, 0.86058, 2.49503], [-0.43486, -1.73588, 1.37159], [1.77214, -0.37720, 0.41531], [0.56256, -1.88039, -1.28181], [-0.89481, -0.97831, -0.84488]], "forces_ev_per_angstrom": [[-0.24, 0.94, -1.38], [0.47, -1.37, 0.10], [-0.35, -0.33, 0.48], [0.11, 0.38, -0.93], [0.00, 0.23, 0.58], [0.22, 0.95, 0.73], [0.85, -0.79, 0.18], [-0.36, 0.42, -0.39], [-0.07, 0.32, 0.26], [0.41, 0.17, 0.47], [-0.75, 0.05, -0.27], [-0.11, -0.30, 0.13], [-0.42, -0.61, -0.01], [0.19, 0.07, -0.13], [0.24, -0.04, 0.33], [-0.20, -0.11, -0.16]], "mulliken_charge": [-0.061, -0.473, -0.253, 0.176, -0.683, -0.569, -0.091, -0.602, 0.402, 0.348, 0.313, 0.288, 0.263, 0.348, 0.334, 0.259], "de_lowest_ev": 3.4475, "smiles": "C1=NO[C@H]2CN[C@H]2C1", "e_homo_ev": -9.1, "multiplicity": 1, "molar_mass_g_mol": 112.13, "largest_force_ha_per_bohr": 0.03273, "charge": 0, "homo_lumo_gap_ev": 10.0358, "energy_ha": -379.961485, "lumo_energy_ev": 1.0}

---

[2]
{"formula": "C35H36N5O2S3Zr", "method": "wB97M-V/def2-TZVPD", "elements": ["Zr", "C", "N", "C", "C", "C", "C", "C", "C", "C", "C", "H", "H", "H", "H", "H", "H", "H", "H", "H", "H", "H", "H", "C", "C", "C", "C", "C", "C", "C", "C", "S", "C", "N", "C", "C", "C", "C", "C", "C", "C", "C", "H", "H", "H", "H", "H", "H", "H", "H", "H", "H", "H", "H", "H", "H", "H", "H", "N", "C", "C", "C", "C", "C", "C", "S", "O", "O", "N", "C", "S", "C", "C", "N", "H", "H", "H", "H", "H", "H", "H", "H"], "xyz": [[1.43858, 0.71243, 0.98337], [-0.74187, -0.70664, -0.52590], [-0.68297, 0.53009, 0.30189], [-1.11345, 1.71770, -0.48178], [-1.56262, 0.35754, 1.48548], [-0.94256, -0.63669, 2.42902], [-1.74022, -1.33542, 3.32299], [-1.15206, -2.19159, 4.24337], [0.22627, -2.34923, 4.24492], [1.00553, -1.66877, 3.31849], [0.45354, -0.78779, 2.38350], [-1.78244, -0.91695, -0.79078], [-0.36314, -1.54853, 0.05049], [-0.16606, -0.56159, -1.43734], [-2.12691, 1.56735, -0.86078], [-0.44326, 1.86273, -1.32811], [-1.09197, 2.59654, 0.15954], [-2.55745, 0.03755, 1.16203], [-1.66126, 1.33120, 1.96991], [-2.81797, -1.21024, 3.30491], [-1.76536, -2.74083, 4.94626], [0.69543, -3.01799, 4.95597], [2.07373, -1.85051, 3.34174], [-4.90674, -0.90962, -5.58829], [-3.59933, -1.69345, -5.40404], [-3.35967, -2.58035, -6.63423], [-3.75055, -2.59311, -4.17720], [-2.42968, -0.71984, -5.26216], [-2.24487, 0.28342, -6.23743], [-1.20047, 1.18000, -6.18961], [-0.30126, 1.08463, -5.12817], [1.08995, 2.03800, -4.76417], [1.34355, 1.07517, -3.31928], [0.48958, 0.13059, -3.13909], [-0.46017, 0.10448, -4.14983], [-1.52324, -0.79984, -4.22236], [2.48780, 1.39537, -2.42846], [3.64964, 1.82204, -3.06680], [4.77905, 2.21564, -2.35999], [4.72726, 2.22041, -0.98167], [3.55857, 1.79602, -0.35858], [2.40833, 1.33971, -1.02233], [-5.75242, -1.60024, -5.60602], [-4.92191, -0.35043, -6.52435], [-5.05910, -0.20394, -4.76879], [-4.18751, -3.28061, -6.76250], [-2.43734, -3.15450, -6.52621], [-3.27921, -1.98235, -7.54360], [-4.60436, -3.25713, -4.32066], [-3.92947, -2.00733, -3.27224], [-2.87328, -3.22351, -4.01930], [-2.93611, 0.34989, -7.06785], [-1.07869, 1.92691, -6.96321], [-1.60765, -1.56255, -3.45944], [3.68298, 1.82949, -4.14913], [5.67263, 2.52662, -2.88429], [5.56672, 2.56121, -0.38960], [3.59079, 1.89884, 0.72619], [-0.54118, 0.04348, 8.08064], [-0.01586, 0.61775, 6.96293], [1.37508, 0.72242, 6.80054], [1.90263, 1.26218, 5.65134], [1.04854, 1.70271, 4.64245], [-0.33247, 1.63871, 4.79802], [-0.85819, 1.09936, 5.94773], [1.76646, 2.41185, 3.24479], [0.75725, 2.26749, 2.08998], [2.12522, 3.76954, 3.44050], [2.99762, 1.56567, 2.77814], [3.48738, 0.29246, 2.67980], [4.67004, -0.39763, 3.71255], [4.78270, -1.76178, 2.66703], [3.94448, -1.62842, 1.62100], [3.22434, -0.45642, 1.62584], [0.04914, -0.16544, 8.86483], [-1.52808, 0.09357, 8.25523], [2.03444, 0.37787, 7.58761], [2.97598, 1.35761, 5.54576], [-0.99032, 2.00985, 4.02305], [-1.93239, 1.03641, 6.07100], [5.45485, -2.57624, 2.88000], [3.81702, -2.33302, 0.81476]], "forces_ev_per_angstrom": [[1.74, 0.19, -0.75], [-0.14, 0.05, 0.05], [-0.62, -0.07, -0.19], [0.04, -0.21, -0.12], [0.06, -0.13, 0.04], [-0.04, 0.01, -0.01], [0.02, 0.00, 0.05], [0.01, 0.01, -0.02], [-0.06, -0.01, 0.03], [0.07, 0.02, 0.00], [-0.31, -0.13, -0.22], [-0.03, 0.04, -0.01], [-0.01, -0.02, 0.04], [0.03, -0.05, 0.07], [-0.04, 0.00, 0.04], [-0.03, -0.03, 0.05], [0.00, 0.03, 0.02], [-0.03, 0.07, -0.07], [-0.01, 0.04, -0.03], [0.01, -0.01, 0.01], [0.00, 0.01, 0.00], [-0.01, 0.00, -0.01], [0.00, -0.01, 0.01], [-0.03, -0.02, 0.01], [0.01, 0.02, -0.02], [0.02, 0.02, -0.02], [-0.01, -0.01, 0.00], [0.00, 0.00, 0.00], [0.04, -0.03, -0.03], [0.02, -0.06, -0.02], [-0.05, -0.01, -0.07], [0.03, 0.08, 0.14], [0.19, 0.08, -0.08], [0.05, -0.04, -0.11], [-0.04, 0.02, 0.07], [-0.05, -0.06, 0.01], [-0.09, 0.02, -0.25], [0.11, 0.01, -0.06], [-0.10, -0.05, 0.05], [0.01, 0.06, -0.12], [-0.33, 0.07, 0.10], [-0.19, -0.30, 0.08], [0.01, 0.02, -0.01], [0.01, 0.00, 0.03], [-0.01, -0.02, -0.01], [0.00, 0.01, 0.00], [-0.01, 0.00, 0.00], [0.00, -0.02, 0.01], [0.00, 0.02, 0.01], [0.00, -0.01, 0.00], [0.00, 0.02, -0.01], [0.00, 0.00, 0.03], [-0.02, 0.00, 0.03], [0.01, 0.04, -0.02], [0.00, 0.01, 0.00], [-0.02, 0.00, -0.01], [-0.01, -0.01, -0.01], [-0.10, -0.04, 0.04], [0.02, -0.04, -0.07], [-0.04, 0.01, 0.06], [0.01, -0.02, 0.02], [-0.06, 0.01, 0.01], [-0.09, -0.07, 0.05], [0.01, -0.04, -0.01], [-0.01, -0.03, 0.02], [0.35, 0.22, 0.26], [-0.23, 0.61, 0.74], [0.02, 0.03, -0.03], [-0.37, -0.49, -0.60], [0.22, 0.24, 0.55], [0.02, 0.00, 0.07], [0.04, 0.00, 0.10], [-0.01, 0.02, -0.11], [0.01, -0.12, 0.21], [0.00, 0.01, 0.01], [0.00, 0.02, 0.01], [-0.02, 0.00, -0.01], [-0.01, 0.00, 0.00], [0.03, -0.01, 0.02], [0.02, 0.00, 0.00], [-0.02, 0.00, -0.01], [-0.02, 0.01, 0.00]], "mulliken_charge": [-0.538, -0.663, 0.635, -0.993, -1.427, 0.972, -0.984, -0.791, -0.872, -0.266, 1.619, 0.485, 0.466, 0.010, 0.402, 0.192, 0.233, 0.651, 0.254, 0.488, 0.427, 0.479, 0.130, -1.650, 2.067, -1.577, -1.994, 0.244, -0.421, -1.318, 1.082, -0.252, -0.043, -0.446, -1.106, 0.065, 1.387, -0.785, -0.971, -0.983, -0.043, 0.220, 0.456, 0.336, 0.384, 0.428, 0.372, 0.358, 0.446, 0.380, 0.378, 0.380, 0.416, 0.464, 0.496, 0.393, 0.489, 0.514, -0.508, 1.209, -1.013, -0.653, 0.093, -0.331, -0.940, 1.567, -0.726, -0.709, -0.647, 0.485, -0.101, -0.263, -0.861, 0.086, 0.198, 0.205, 0.363, 0.665, 0.566, 0.313, 0.493, 0.433], "de_lowest_ev": 2.3439, "e_homo_ev": -10.5, "multiplicity": 1, "molar_mass_g_mol": 746.13, "largest_force_ha_per_bohr": 0.03713, "charge": 1, "homo_lumo_gap_ev": 7.8042, "energy_ha": -3021.040445, "lumo_energy_ev": -2.7}

---

[3]
{"formula": "C5H12OS2", "method": "wB97M-V/def2-TZVPD", "elements": ["C", "C", "C", "O", "S", "C", "C", "S", "H", "H", "H", "H", "H", "H", "H", "H", "H", "H", "H", "H"], "xyz": [[0.01677, 1.75671, -0.84474], [-0.10471, 0.74460, 0.24672], [1.49396, 0.26009, 0.65453], [2.33169, 1.35567, 0.81706], [2.12453, -0.91220, -0.60928], [-0.98785, -0.48180, -0.22748], [-0.88286, -1.88687, 0.41345], [-2.67214, 0.31848, 0.03800], [-1.09364, 1.75864, -1.27940], [0.76648, 1.65359, -1.60901], [0.37656, 2.68218, -0.47290], [-0.43753, 1.26427, 1.19364], [1.63902, -0.21470, 1.64655], [2.75125, 1.60907, -0.10565], [1.45935, -1.99556, -0.22177], [-0.71103, -0.60209, -1.25446], [-1.91173, -2.18067, 0.57541], [-0.34808, -2.62158, -0.18085], [-0.36268, -1.80246, 1.34670], [-3.44735, -0.70540, -0.12653]], "forces_ev_per_angstrom": [[-2.76, 0.09, -0.96], [3.43, -1.87, 1.92], [-2.13, -0.30, 0.42], [1.66, 1.22, -3.41], [0.60, 0.39, -0.25], [0.08, 1.22, 0.97], [-0.43, 1.25, 0.14], [1.21, 0.41, -0.05], [2.64, 0.88, 0.36], [0.05, -1.33, -0.75], [-0.64, 1.28, 0.78], [-0.09, -0.85, -0.98], [-1.02, -0.16, -0.59], [-1.32, -0.56, 2.73], [0.02, -0.01, 0.16], [-0.46, 0.21, -0.88], [0.07, -0.65, 0.26], [-0.26, 0.07, -0.32], [0.06, -0.15, 0.80], [-0.71, -1.15, -0.34]], "mulliken_charge": [-1.292, 0.150, -0.473, -0.544, -0.169, 0.044, -1.309, -0.192, 0.232, 0.328, 0.447, 0.382, 0.380, 0.380, 0.061, 0.470, 0.344, 0.307, 0.351, 0.102], "de_lowest_ev": 1.9112, "smiles": "C[C@H]([C@H](O)S)[C@@H](C)S", "e_homo_ev": -8.9, "multiplicity": 1, "molar_mass_g_mol": 152.28, "largest_force_ha_per_bohr": 0.08461, "charge": 0, "homo_lumo_gap_ev": 9.5383, "energy_ha": -1069.249949, "lumo_energy_ev": 0.6}